The following is a quantum chemistry calculation of C38H61BCl5N6PTeTi as an isolated structure in a non-equilibrium geometry, from the Open Molecules 2025 dataset.

Output
HOMO energy = -13.666 eV
Charge = +2
E = -5597.335816 Eh
ΔE to the lowest compared entry with this formula, charge and spin = 5.3 kcal/mol
Orbital gap = 6.71 eV

Each line ends with the Löwdin charge.
Atoms and positions in Å:
Ti -0.335 0.285 0.057  0.951
C 2.033 -0.458 4.661  0.010
C 0.832 -0.706 3.819  -0.235
C -0.269 -1.486 4.096  0.049
C -1.144 -1.355 3.010  -0.201
N -0.567 -0.570 2.082  0.020
N 0.632 -0.159 2.608  0.012
B 1.413 0.955 1.931  -0.520
N 1.736 0.403 0.420  -0.123
N 1.524 -0.971 0.364  0.019
C 2.684 -1.557 0.129  -0.189
C 3.669 -0.551 -0.113  0.058
C 3.060 0.650 0.058  -0.266
C 3.668 2.007 0.100  -0.003
C 3.005 -3.020 0.328  -0.518
C 3.131 -3.760 -1.011  -0.016
C 4.361 -3.080 1.056  -0.030
C 1.974 -3.711 1.223  -0.043
N 0.467 2.136 1.799  -0.021
N -0.800 1.881 1.326  -0.030
C -1.553 2.963 1.605  -0.196
C -0.732 3.926 2.201  0.052
C 0.525 3.369 2.326  -0.248
C 1.746 3.976 2.919  0.019
C -3.058 3.102 1.519  -0.514
C -3.414 4.341 0.687  -0.009
C -3.538 3.296 2.971  -0.020
C -3.750 1.872 0.938  -0.038
C -2.569 -1.863 3.066  -0.520
C -3.295 -0.989 4.106  -0.017
C -3.323 -1.767 1.736  -0.090
C -2.569 -3.325 3.534  -0.027
H 2.000 -1.108 5.531  0.096
H 2.062 0.576 5.009  0.094
H 2.954 -0.655 4.111  0.087
H -0.434 -2.050 4.997  0.129
H 2.411 1.240 2.505  0.141
H 4.709 -0.705 -0.348  0.141
H 4.346 2.146 -0.740  0.101
H 4.261 2.110 1.012  0.107
H 2.919 2.796 0.092  0.051
H 3.797 -3.234 -1.697  0.092
H 2.156 -3.882 -1.480  0.054
H 3.543 -4.754 -0.835  0.105
H 5.189 -2.774 0.416  0.089
H 4.547 -4.106 1.370  0.102
H 4.358 -2.451 1.948  0.094
H 0.969 -3.651 0.817  -0.011
H 1.968 -3.273 2.224  0.091
H 2.233 -4.766 1.314  0.102
H -1.024 4.901 2.551  0.134
H 1.528 5.000 3.210  0.098
H 2.569 3.991 2.203  0.083
H 2.081 3.429 3.801  0.095
H -2.947 5.238 1.093  0.090
H -4.494 4.488 0.698  0.103
H -3.086 4.223 -0.348  0.081
H -3.118 4.203 3.406  0.087
H -3.242 2.449 3.592  0.085
H -4.624 3.383 2.993  0.099
H -3.733 1.903 -0.145  0.046
H -4.793 1.849 1.252  0.108
H -3.272 0.954 1.288  0.054
H -3.402 0.035 3.740  0.075
H -2.760 -0.961 5.055  0.091
H -4.291 -1.394 4.289  0.101
H -2.889 -1.016 1.075  -0.008
H -4.364 -1.489 1.905  0.108
H -3.316 -2.736 1.243  0.042
H -2.189 -3.429 4.549  0.086
H -1.957 -3.941 2.871  0.091
H -3.589 -3.710 3.522  0.100
C -2.929 -3.467 -1.292  -0.380
Te -1.072 -2.570 -0.665  1.372
C -0.224 -3.430 -2.441  -0.359
H -2.837 -4.523 -1.043  0.029
H -3.043 -3.347 -2.367  0.016
H -3.791 -3.046 -0.785  -0.014
H -0.943 -3.313 -3.246  0.004
H -0.063 -4.488 -2.247  0.034
H 0.709 -2.950 -2.714  -0.029
Cl -3.660 -0.388 -1.550  0.765
C -2.688 0.928 -2.073  -0.708
C -1.500 1.245 -1.392  -0.316
C -0.963 2.481 -1.775  -0.692
Cl 0.467 2.995 -0.964  0.877
C -1.482 3.316 -2.753  -0.725
Cl -0.718 4.804 -3.126  0.756
C -2.622 2.914 -3.444  -0.708
Cl -3.282 3.898 -4.669  0.772
C -3.228 1.709 -3.097  -0.707
Cl -4.655 1.214 -3.903  0.750
C 3.234 1.740 -4.453  -0.121
C 2.218 1.860 -3.319  -0.399
P 1.236 0.345 -2.843  1.026
C 2.433 -1.036 -3.206  -0.394
C 2.603 -1.532 -4.642  -0.110
C 0.093 0.306 -4.300  -0.352
C -0.900 -0.856 -4.304  -0.136
H 3.736 2.701 -4.562  0.086
H 2.765 1.509 -5.409  0.074
H 4.002 0.995 -4.244  0.068
H 1.478 2.620 -3.578  0.054
H 2.731 2.212 -2.427  0.031
H 2.117 -1.875 -2.584  0.009
H 3.392 -0.704 -2.805  0.070
H 1.670 -1.916 -5.053  0.064
H 3.323 -2.352 -4.643  0.087
H 2.983 -0.764 -5.309  0.062
H 0.704 0.285 -5.203  0.085
H -0.442 1.258 -4.288  0.070
H -0.425 -1.778 -4.639  0.055
H -1.730 -0.646 -4.979  0.091
H -1.312 -1.017 -3.307  0.011

Atomic forces in eV per Å
0.502 -0.405 -0.387
0.023 0.072 -0.082
-0.189 -0.189 0.031
0.045 0.037 -0.012
0.035 -0.006 0.099
-0.046 -0.150 -0.081
0.147 -0.021 0.210
-0.110 -0.030 0.578
-0.271 -0.092 0.094
0.143 -0.319 -0.183
-0.096 0.170 0.155
-0.107 0.276 -0.050
0.323 0.071 -0.185
-0.024 0.006 0.078
-0.008 -0.233 -0.037
-0.004 0.071 0.095
0.016 0.032 -0.040
0.047 0.090 -0.039
0.231 0.182 0.236
-0.024 0.269 -0.028
0.039 0.130 0.113
0.005 -0.112 -0.007
-0.188 0.139 -0.104
0.087 -0.112 -0.006
-0.043 -0.061 -0.076
0.068 -0.039 0.083
0.045 0.055 -0.052
0.151 0.151 0.080
-0.071 0.013 -0.107
0.010 -0.002 0.002
0.223 -0.070 0.164
0.024 0.050 0.005
0.024 0.004 0.011
0.022 -0.011 0.007
0.005 0.007 0.021
-0.024 0.014 -0.007
0.065 -0.008 0.013
-0.001 0.000 0.045
-0.020 0.006 -0.015
-0.027 0.023 0.001
0.018 0.002 -0.049
0.002 -0.047 -0.010
0.044 -0.024 -0.043
0.003 -0.002 0.001
-0.005 -0.008 0.009
0.009 -0.007 -0.023
0.018 -0.018 0.007
-0.046 -0.013 0.028
-0.045 0.014 -0.015
0.024 0.009 0.026
-0.035 -0.015 0.002
0.023 0.005 0.023
0.001 0.009 0.024
-0.012 0.003 -0.003
-0.032 0.022 -0.015
-0.003 0.003 -0.047
-0.028 0.009 -0.019
-0.017 -0.017 0.052
-0.027 0.012 0.028
0.008 -0.010 -0.023
-0.019 -0.055 -0.015
-0.001 -0.005 0.000
-0.082 0.000 -0.017
0.004 0.007 0.022
-0.002 -0.009 0.001
-0.007 0.023 -0.032
-0.090 0.005 -0.071
-0.013 -0.012 -0.047
-0.002 0.016 -0.102
0.000 -0.010 -0.003
-0.023 -0.029 0.010
-0.001 -0.001 0.012
-0.044 0.235 -0.004
-0.223 -0.560 -0.190
0.043 0.104 0.024
0.083 0.029 0.031
0.059 0.099 0.013
0.105 0.031 0.048
-0.011 0.018 0.099
0.006 0.032 0.141
-0.143 -0.070 0.015
0.025 -0.345 0.027
0.154 -0.011 0.366
-0.826 0.519 -0.832
-0.059 -0.271 0.129
0.261 0.217 -0.100
0.040 0.098 -0.074
-0.020 -0.019 0.007
-0.076 0.019 -0.069
0.031 -0.006 0.001
-0.001 0.005 0.003
0.032 0.062 -0.036
-0.063 0.025 0.016
-0.037 -0.189 0.205
0.181 -0.248 -0.692
-0.258 0.031 0.148
-0.024 -0.005 0.084
-0.114 -0.156 0.376
0.033 0.179 -0.108
0.003 -0.016 -0.048
0.018 -0.037 0.002
-0.009 -0.009 -0.026
-0.012 0.058 0.095
-0.036 0.056 0.055
0.233 0.166 0.069
0.027 -0.025 0.042
0.034 0.009 -0.022
-0.005 -0.009 -0.052
-0.035 -0.001 -0.024
0.008 0.105 -0.013
0.019 0.021 -0.007
-0.044 0.047 0.001
0.005 -0.030 -0.013
-0.050 -0.028 -0.019